1.
Computed, not measured: a cluster of 8 separate species, C51H71B2ClIN13O5P in total, with ωB97M-V/def2-TZVPD.

Last columns: bonded neighbours and bond lengths (Å).
Positions of all 145 atoms, in Å:
1 C 3.720 -1.547 3.113  C2 1.531, H33 1.096, H34 1.093, H35 1.092
2 C 3.905 -0.359 2.164  C1 1.531, C3 1.538, C4 1.528, H36 1.097
3 C 5.404 -0.055 1.995  C2 1.538, H37 1.094, H38 1.094, H39 1.093
4 C 3.310 -0.608 0.779  C2 1.528, C5 1.527, H40 1.100, H41 1.089
5 C 1.824 -0.957 0.771  C4 1.527, N6 1.495, H42 1.090, H43 1.093
6 N 1.193 -0.792 -0.574  C5 1.495, C7 1.373, C28 1.496
7 C -0.065 -0.247 -0.633  N6 1.373, N8 1.329, N18 1.408
8 N -0.380 0.929 -0.099  C7 1.329, C9 1.493, B13 1.551
9 C -1.760 1.261 0.365  N8 1.493, C10 1.521, H44 1.094, H45 1.095
10 C -2.310 0.184 1.289  C9 1.521, C11 1.546, H46 1.096, H47 1.094
11 C -1.468 -0.105 2.552  C10 1.546, O12 1.416, H48 1.096, H49 1.095
12 O -0.977 -1.432 2.602  C11 1.416, H50 0.963
13 B 0.571 2.135 0.115  N8 1.551, O14 1.349, N15 1.440
14 O 0.181 3.269 -0.503  B13 1.349, H51 0.985
15 N 1.749 2.157 0.942  B13 1.440, C16 1.484, C17 1.484
16 C 1.491 2.727 2.288  N15 1.484, H52 1.097, H53 1.096, H54 1.093
17 C 2.755 2.998 0.247  N15 1.484, H55 1.096, H56 1.095, H57 1.092
18 N -0.998 -1.081 -1.277  C7 1.408, P19 1.753, C22 1.523
19 P -2.083 -0.292 -2.404  N18 1.753, O20 1.629, Cl21 2.068
20 O -3.322 -1.330 -2.200  P19 1.629, H58 0.967
21 Cl -1.588 -0.776 -4.353  P19 2.068
22 C -0.327 -2.445 -1.374  N18 1.523, N23 1.439, C24 1.541, C28 1.558
23 N -0.698 -3.189 -2.549  C22 1.439, H59 1.009, H60 1.011
24 C -0.618 -3.203 -0.064  C22 1.541, B25 1.589, H61 1.100, H62 1.094
25 B -2.147 -3.557 0.182  C24 1.589, O26 1.388, O27 1.378
26 O -3.039 -3.777 -0.858  B25 1.388, H63 0.962
27 O -2.575 -3.753 1.477  B25 1.378, H64 0.964
28 C 1.145 -1.954 -1.516  N6 1.496, C22 1.558, I29 2.141, C30 1.531
29 I 2.525 -3.551 -1.160  C28 2.141
30 C 1.451 -1.385 -2.903  C28 1.531, C31 1.512, H65 1.090, H66 1.096
31 C 2.848 -0.824 -3.036  C30 1.512, N32 1.266, H67 1.093
32 N 3.757 -1.228 -3.819  C31 1.266, H68 1.023
33 H 4.422 -2.346 2.851  C1 1.096
34 H 2.700 -1.941 3.091  C1 1.093
35 H 3.938 -1.250 4.141  C1 1.092
36 H 3.439 0.528 2.611  C2 1.097
37 H 5.827 0.348 2.920  C3 1.094
38 H 5.955 -0.964 1.736  C3 1.094
39 H 5.582 0.687 1.212  C3 1.093
40 H 3.861 -1.442 0.322  C4 1.100
41 H 3.493 0.261 0.150  C4 1.089
42 H 1.260 -0.355 1.483  C5 1.090
43 H 1.707 -2.004 1.063  C5 1.093
44 H -1.680 2.212 0.901  C9 1.094
45 H -2.427 1.451 -0.482  C9 1.095
46 H -3.321 0.493 1.577  C10 1.096
47 H -2.426 -0.760 0.747  C10 1.094
48 H -2.060 0.099 3.452  C11 1.096
49 H -0.574 0.527 2.604  C11 1.095
50 H -1.701 -2.062 2.527  O12 0.963
51 H -0.621 3.291 -1.075  O14 0.985
52 H 0.536 3.264 2.347  C16 1.097
53 H 1.549 1.957 3.065  C16 1.096
54 H 2.271 3.456 2.525  C16 1.093
55 H 2.571 4.067 0.400  C17 1.096
56 H 2.741 2.821 -0.834  C17 1.095
57 H 3.748 2.754 0.631  C17 1.092
58 H -3.902 -1.320 -2.974  O20 0.967
59 H -1.696 -3.188 -2.701  N23 1.009
60 H -0.377 -4.142 -2.453  N23 1.011
61 H -0.094 -4.170 -0.099  C24 1.100
62 H -0.241 -2.688 0.824  C24 1.094
63 H -3.697 -3.079 -0.930  O26 0.962
64 H -3.432 -4.195 1.493  O27 0.964
65 H 1.264 -2.128 -3.678  C30 1.090
66 H 0.774 -0.541 -3.079  C30 1.096
67 H 3.077 0.041 -2.408  C31 1.093
68 H 3.433 -2.040 -4.352  N32 1.023
69 N 5.502 0.771 -8.830  C70 1.331, C74 1.330
70 C 5.767 -0.440 -9.311  N69 1.331, C71 1.388, H75 1.084
71 C 5.558 -1.612 -8.597  C70 1.388, C72 1.385, H76 1.081
72 C 5.047 -1.519 -7.313  C71 1.385, C73 1.386, H77 1.083
73 C 4.765 -0.264 -6.796  C72 1.386, C74 1.388, H78 1.081
74 C 5.011 0.843 -7.595  N69 1.330, C73 1.388, H79 1.085
75 H 6.169 -0.475 -10.318  C70 1.084
76 H 5.795 -2.569 -9.041  C71 1.081
77 H 4.876 -2.412 -6.724  C72 1.083
78 H 4.368 -0.148 -5.797  C73 1.081
79 H 4.805 1.842 -7.226  C74 1.085
80 N 3.203 3.802 5.579  C81 1.332, C85 1.332
81 C 2.587 4.982 5.525  N80 1.332, C82 1.386, H86 1.085
82 C 3.253 6.196 5.467  C81 1.386, C83 1.386, H87 1.081
83 C 4.639 6.190 5.468  C82 1.386, C84 1.385, H88 1.082
84 C 5.296 4.971 5.525  C83 1.385, C85 1.387, H89 1.081
85 C 4.535 3.812 5.578  N80 1.332, C84 1.387, H90 1.085
86 H 1.502 4.949 5.530  C81 1.085
87 H 2.696 7.122 5.426  C82 1.081
88 H 5.196 7.116 5.426  C83 1.082
89 H 6.375 4.914 5.531  C84 1.081
90 H 5.018 2.842 5.623  C85 1.085
91 N -1.602 0.900 7.325  C92 1.332, C96 1.331
92 C -1.174 2.151 7.488  N91 1.332, C93 1.388, H97 1.085
93 C 0.010 2.634 6.948  C92 1.388, C94 1.387, H98 1.082
94 C 0.801 1.772 6.203  C93 1.387, C95 1.384, H99 1.083
95 C 0.370 0.467 6.039  C94 1.384, C96 1.387, H100 1.084
96 C -0.833 0.081 6.611  N91 1.331, C95 1.387, H101 1.085
97 H -1.814 2.797 8.079  C92 1.085
98 H 0.303 3.661 7.117  C93 1.082
99 H 1.732 2.111 5.765  C94 1.083
100 H 0.954 -0.245 5.467  C95 1.084
101 H -1.200 -0.933 6.491  C96 1.085
102 N -1.301 3.744 -2.818  C103 1.331, C107 1.333
103 C -0.750 3.137 -3.866  N102 1.331, C104 1.382, H108 1.087
104 C -0.888 3.560 -5.175  C103 1.382, C105 1.388, H109 1.081
105 C -1.656 4.692 -5.406  C104 1.388, C106 1.387, H110 1.082
106 C -2.243 5.334 -4.326  C105 1.387, C107 1.385, H111 1.081
107 C -2.034 4.832 -3.052  N102 1.333, C106 1.385, H112 1.083
108 H -0.169 2.251 -3.626  C103 1.087
109 H -0.422 3.014 -5.982  C104 1.081
110 H -1.807 5.059 -6.413  C105 1.082
111 H -2.863 6.209 -4.464  C106 1.081
112 H -2.482 5.309 -2.188  C107 1.083
113 N -6.504 -6.620 -2.630  C114 1.329, C118 1.331
114 C -5.305 -6.116 -2.356  N113 1.329, C115 1.386, H119 1.086
115 C -4.464 -6.617 -1.374  C114 1.386, C116 1.387, H120 1.079
116 C -4.892 -7.709 -0.634  C115 1.387, C117 1.386, H121 1.083
117 C -6.139 -8.247 -0.909  C116 1.386, C118 1.388, H122 1.081
118 C -6.903 -7.669 -1.914  N113 1.331, C117 1.388, H123 1.084
119 H -4.999 -5.264 -2.955  C114 1.086
120 H -3.500 -6.163 -1.205  C115 1.079
121 H -4.268 -8.133 0.142  C116 1.083
122 H -6.517 -9.098 -0.360  C117 1.081
123 H -7.882 -8.065 -2.157  C118 1.084
124 N -6.371 3.286 -3.988  C125 1.331, C129 1.332
125 C -7.589 3.274 -4.524  N124 1.331, C126 1.388, H130 1.084
126 C -7.839 3.542 -5.863  C125 1.388, C127 1.385, H131 1.081
127 C -6.769 3.840 -6.690  C126 1.385, C128 1.386, H132 1.082
128 C -5.495 3.859 -6.144  C127 1.386, C129 1.386, H133 1.082
129 C -5.352 3.576 -4.795  N124 1.332, C128 1.386, H134 1.085
130 H -8.404 3.039 -3.850  C125 1.084
131 H -8.851 3.516 -6.243  C126 1.081
132 H -6.925 4.055 -7.739  C127 1.082
133 H -4.628 4.087 -6.750  C128 1.082
134 H -4.372 3.581 -4.331  C129 1.085
135 N 1.599 -3.008 5.566  C136 1.332, C140 1.331
136 C 1.309 -3.091 6.863  N135 1.332, C137 1.387, H141 1.084
137 C 0.075 -3.495 7.351  C136 1.387, C138 1.385, H142 1.081
138 C -0.916 -3.829 6.443  C137 1.385, C139 1.386, H143 1.082
139 C -0.631 -3.747 5.089  C138 1.386, C140 1.387, H144 1.081
140 C 0.636 -3.333 4.706  N135 1.331, C139 1.387, H145 1.086
141 H 2.106 -2.821 7.546  C136 1.084
142 H -0.100 -3.544 8.416  C137 1.081
143 H -1.893 -4.148 6.784  C138 1.082
144 H -1.371 -3.991 4.340  C139 1.081
145 H 0.890 -3.259 3.653  C140 1.086

E_LUMO	-2.664	eV
total charge	+1
frontier orbital gap	8.3	eV

2.
Computed, not measured: a cluster of 7 separate species, C51H72N2O6P3S in total, with ωB97M-V/def2-TZVPD.

Last columns: bonded neighbours and bond lengths (Å).
Positions of all 135 atoms, in Å:
1 C -0.015 -2.518 1.769  C2 1.614, H28 1.136, H29 1.132, H30 1.143
2 C 0.619 -2.232 0.312  C1 1.614, O3 1.448, H31 1.137, H32 1.132
3 O -0.462 -1.867 -0.578  C2 1.448, C4 1.439
4 C -1.060 -3.033 -1.172  O3 1.439, C5 1.600, H33 1.146, H34 1.144
5 C -0.686 -3.282 -2.708  C4 1.600, O6 1.446, H35 1.144, H36 1.137
6 O 0.152 -2.253 -3.281  C5 1.446, C7 1.450
7 C 1.537 -2.461 -2.904  O6 1.450, C8 1.617, H37 1.136, H38 1.145
8 C 2.457 -2.958 -4.138  C7 1.617, O9 1.433, H39 1.129, H40 1.147
9 O 3.164 -4.110 -3.661  C8 1.433, C10 1.467
10 C 4.619 -3.937 -3.744  O9 1.467, P11 1.941, H41 1.130, H42 1.140
11 P 5.262 -3.445 -1.980  C10 1.941, C12 1.896, N23 1.823, P26 2.193, H43 1.470, H44 1.468
12 C 7.015 -3.052 -2.587  P11 1.896, C13 1.581, H45 1.154, H46 1.146
13 C 7.975 -2.187 -1.677  C12 1.581, C14 1.563, H47 1.147, H48 1.146
14 C 7.425 -1.220 -0.579  C13 1.563, P15 1.910, H49 1.146, H50 1.123
15 P 8.781 0.024 -0.066  C14 1.910, O16 1.542, O17 1.693, O20 1.700
16 O 10.151 -0.325 -0.681  P15 1.542
17 O 9.035 0.062 1.607  P15 1.693, C18 1.445
18 C 7.812 0.055 2.377  O17 1.445, C19 1.620, H51 1.140, H52 1.129
19 C 7.803 -1.244 3.345  C18 1.620, H53 1.136, H54 1.133, H55 1.134
20 O 8.322 1.508 -0.757  P15 1.700, C21 1.443
21 C 8.343 2.610 0.175  O20 1.443, C22 1.614, H56 1.133, H57 1.145
22 C 6.887 2.931 0.794  C21 1.614, H58 1.130, H59 1.130, H60 1.144
23 N 4.629 -1.739 -2.098  P11 1.823, C24 1.230
24 C 5.061 -0.994 -2.976  N23 1.230, S25 1.677
25 S 5.783 -0.071 -4.176  C24 1.677
26 P 5.775 -5.502 -1.420  P11 2.193, N27 1.594, H61 1.459, H62 1.454
27 N 6.426 -6.470 -2.506  P26 1.594, H63 1.031
28 H 0.835 -2.928 2.399  C1 1.136
29 H -0.849 -3.267 1.611  C1 1.132
30 H -0.404 -1.549 2.232  C1 1.143
31 H 1.163 -3.180 -0.002  C2 1.137
32 H 1.358 -1.378 0.380  C2 1.132
33 H -2.191 -2.854 -1.132  C4 1.146
34 H -0.836 -3.962 -0.543  C4 1.144
35 H -1.660 -3.244 -3.307  C5 1.144
36 H -0.260 -4.325 -2.859  C5 1.137
37 H 2.004 -1.581 -2.358  C7 1.136
38 H 1.528 -3.316 -2.143  C7 1.145
39 H 3.100 -2.135 -4.567  C8 1.129
40 H 1.709 -3.259 -4.954  C8 1.147
41 H 4.944 -3.232 -4.565  C10 1.130
42 H 4.988 -4.963 -4.079  C10 1.140
43 H 3.912 -3.774 -1.501  P11 1.470
44 H 5.561 -3.122 -0.580  P11 1.468
45 H 7.532 -4.084 -2.629  C12 1.154
46 H 7.098 -2.742 -3.687  C12 1.146
47 H 8.624 -1.561 -2.388  C13 1.147
48 H 8.744 -2.863 -1.163  C13 1.146
49 H 7.209 -1.805 0.383  C14 1.146
50 H 6.517 -0.593 -0.788  C14 1.123
51 H 7.830 0.949 3.084  C18 1.140
52 H 6.859 0.022 1.773  C18 1.129
53 H 7.733 -0.937 4.436  C19 1.136
54 H 8.783 -1.794 3.198  C19 1.133
55 H 6.954 -1.933 3.041  C19 1.134
56 H 9.151 2.547 0.966  C21 1.133
57 H 8.597 3.540 -0.443  C21 1.145
58 H 6.936 3.721 1.600  C22 1.130
59 H 6.337 2.000 1.124  C22 1.130
60 H 6.271 3.368 -0.064  C22 1.144
61 H 6.696 -5.425 -0.291  P26 1.459
62 H 4.609 -6.177 -0.874  P26 1.454
63 H 5.786 -7.272 -2.610  N27 1.031
64 C -3.695 2.319 3.589  C65 1.391, C69 1.391, H70 1.085
65 C -2.894 2.993 2.674  C64 1.391, C66 1.391, H71 1.085
66 C -2.253 2.289 1.659  C65 1.391, C67 1.391, H72 1.084
67 C -2.421 0.912 1.555  C66 1.391, C68 1.391, H73 1.085
68 C -3.225 0.239 2.468  C67 1.391, C69 1.391, H74 1.085
69 C -3.859 0.941 3.488  C64 1.391, C68 1.391, H75 1.085
70 H -4.192 2.867 4.383  C64 1.085
71 H -2.768 4.067 2.751  C65 1.085
72 H -1.623 2.813 0.950  C66 1.084
73 H -1.925 0.363 0.761  C67 1.085
74 H -3.358 -0.835 2.386  C68 1.085
75 H -4.482 0.415 4.204  C69 1.085
76 C -5.044 -0.945 -3.177  C77 1.391, C81 1.391, H82 1.085
77 C -6.320 -0.407 -3.315  C76 1.391, C78 1.391, H83 1.085
78 C -6.876 0.338 -2.280  C77 1.391, C79 1.392, H84 1.084
79 C -6.153 0.553 -1.111  C78 1.392, C80 1.391, H85 1.085
80 C -4.877 0.018 -0.976  C79 1.391, C81 1.389, H86 1.085
81 C -4.325 -0.734 -2.005  C76 1.391, C80 1.389, H87 1.084
82 H -4.611 -1.529 -3.982  C76 1.085
83 H -6.880 -0.569 -4.229  C77 1.085
84 H -7.873 0.752 -2.385  C78 1.084
85 H -6.585 1.139 -0.306  C79 1.085
86 H -4.311 0.186 -0.066  C80 1.085
87 H -3.332 -1.155 -1.896  C81 1.084
88 C -3.172 -0.633 8.180  C89 1.391, C93 1.391, H94 1.085
89 C -3.021 -0.833 6.812  C88 1.391, C90 1.391, H95 1.085
90 C -3.090 -2.118 6.285  C89 1.391, C91 1.391, H96 1.084
91 C -3.320 -3.203 7.125  C90 1.391, C92 1.391, H97 1.084
92 C -3.474 -3.002 8.492  C91 1.391, C93 1.391, H98 1.085
93 C -3.396 -1.718 9.021  C88 1.391, C92 1.391, H99 1.084
94 H -3.115 0.369 8.591  C88 1.085
95 H -2.849 0.013 6.156  C89 1.085
96 H -2.966 -2.274 5.219  C90 1.084
97 H -3.378 -4.204 6.713  C91 1.084
98 H -3.655 -3.848 9.147  C92 1.085
99 H -3.511 -1.563 10.088  C93 1.084
100 C -6.517 2.978 -4.737  C101 1.391, C105 1.391, H106 1.084
101 C -7.287 3.424 -3.667  C100 1.391, C102 1.391, H107 1.084
102 C -8.222 4.436 -3.856  C101 1.391, C103 1.391, H108 1.084
103 C -8.395 4.996 -5.118  C102 1.391, C104 1.391, H109 1.085
104 C -7.629 4.548 -6.188  C103 1.391, C105 1.391, H110 1.085
105 C -6.687 3.542 -5.997  C100 1.391, C104 1.391, H111 1.084
106 H -5.786 2.192 -4.588  C100 1.084
107 H -7.156 2.983 -2.686  C101 1.084
108 H -8.817 4.787 -3.020  C102 1.084
109 H -9.128 5.781 -5.266  C103 1.085
110 H -7.765 4.983 -7.172  C104 1.085
111 H -6.085 3.197 -6.830  C105 1.084
112 C -6.325 3.530 6.574  C113 1.391, C117 1.392, H118 1.085
113 C -7.669 3.881 6.642  C112 1.391, C114 1.391, H119 1.084
114 C -8.034 5.163 7.038  C113 1.391, C115 1.391, H120 1.084
115 C -7.054 6.098 7.357  C114 1.391, C116 1.391, H121 1.084
116 C -5.710 5.748 7.285  C115 1.391, C117 1.391, H122 1.085
117 C -5.345 4.463 6.898  C112 1.392, C116 1.391, H123 1.084
118 H -6.040 2.528 6.269  C112 1.085
119 H -8.432 3.154 6.387  C113 1.084
120 H -9.082 5.434 7.097  C114 1.084
121 H -7.339 7.099 7.660  C115 1.084
122 H -4.947 6.477 7.532  C116 1.085
123 H -4.297 4.189 6.848  C117 1.084
124 C 2.476 1.988 -6.401  C125 1.391, C129 1.391, H130 1.085
125 C 1.351 2.801 -6.497  C124 1.391, C126 1.391, H131 1.085
126 C 0.256 2.575 -5.669  C125 1.391, C127 1.391, H132 1.085
127 C 0.291 1.543 -4.736  C126 1.391, C128 1.391, H133 1.085
128 C 1.418 0.733 -4.638  C127 1.391, C129 1.391, H134 1.085
129 C 2.509 0.953 -5.473  C124 1.391, C128 1.391, H135 1.084
130 H 3.328 2.162 -7.050  C124 1.085
131 H 1.326 3.610 -7.220  C125 1.085
132 H -0.624 3.205 -5.748  C126 1.085
133 H -0.560 1.370 -4.087  C127 1.085
134 H 1.445 -0.070 -3.909  C128 1.085
135 H 3.385 0.318 -5.399  C129 1.084

E_LUMO	1.730	eV
total charge	-1
frontier orbital gap	6.3	eV